Entry 1:
Here is a single C3H2Cl2OS molecule in a non-equilibrium geometry from OMol25. Energies are from ωB97M-V with the def2-TZVPD basis set.

Values from the calculation:
Charge: 0
SMILES: S=COC=C(Cl)Cl
Orbital gap (Ha): 0.338
Energy above the lowest of the compared OMol25 structures with the same formula, charge and spin (kcal/mol): 18.0

```
9
Properties=species:S:1:pos:R:3:forces:R:3:lowdin_charge:R:1
Cl 0.392 3.139 0.186 -0.257 0.070 -0.046 0.650
Cl 1.742 1.145 1.769 0.492 -0.148 0.034 0.692
S -0.294 -3.296 -0.302 -0.044 -0.015 0.037 0.721
O 0.135 -0.817 0.262 -0.203 1.652 0.771 -0.136
C -0.180 0.525 0.024 -0.060 0.669 -0.107 -0.219
C -0.405 -1.714 -0.538 -0.292 -0.558 -1.064 -0.768
C 0.593 1.483 0.565 -0.840 -0.866 -0.190 -1.163
H -1.115 0.806 -0.535 1.294 -0.641 0.329 0.145
H -0.868 -1.270 -1.430 -0.089 -0.163 0.237 0.078
```
Positions in Å, forces in eV/Å.



Entry 2:
Here is 4 unconnected molecules or ions with the total composition C23H37F3O14S in a non-equilibrium geometry from OMol25. Energies are from ωB97M-V with the def2-TZVPD basis set.

Values from the calculation:
Charge: 0
SMILES: CCCCCCCCC[C@]1(COCC)COS(=O)(=O)O1.O=C1OC[C@@H](F)O1.O=C1OC[C@@H](F)O1.O=C1OC[C@@H](F)O1
Orbital gap (Ha): 0.385

```
78
Properties=species:S:1:pos:R:3:forces:R:3:lowdin_charge:R:1
S 0.515 2.183 -3.234 -1.247 1.425 -1.689 0.720
F 0.127 0.403 9.092 -0.084 -0.011 -0.103 0.080
F -0.871 -2.398 4.618 -0.236 -0.008 -0.040 0.076
F 2.902 7.207 -3.043 0.138 0.013 -0.052 0.078
O 4.073 4.791 -0.894 0.084 0.310 -0.190 0.074
O 0.297 -5.390 3.379 -0.357 0.284 -0.140 0.082
O -0.551 3.071 -2.761 2.032 -2.168 -0.385 -0.256
O 5.593 5.983 0.259 -0.054 0.024 0.006 0.181
O 2.060 -0.798 -4.594 -0.432 -0.151 0.569 -0.138
O 0.814 -2.811 8.089 -0.095 0.298 -0.134 0.076
O -0.827 -3.571 2.691 -0.155 -0.482 0.473 0.111
O 0.803 -0.726 7.259 -0.381 -0.403 0.106 0.147
O 4.505 6.916 -1.480 0.103 -0.474 -0.270 0.137
O 1.624 -2.421 6.028 0.222 0.085 0.178 0.163
O 0.850 2.283 -4.660 -0.047 -0.318 3.014 -0.245
O -0.185 -5.131 1.198 0.032 0.118 -0.028 0.176
O 0.237 0.590 -2.904 0.525 1.676 -0.335 -0.156
O 1.801 2.394 -2.233 -1.483 -1.188 -1.457 -0.227
C 1.598 -3.064 -5.555 -0.849 0.070 1.323 -0.072
C 0.372 -1.946 9.136 -0.154 -0.452 0.532 -0.057
C 0.158 -4.529 4.513 0.289 -0.405 0.441 -0.058
C 4.800 5.905 -0.617 0.288 -0.040 0.594 -0.551
C -2.114 -1.052 -0.784 0.187 0.777 1.214 -0.208
C 1.068 -0.329 -0.839 -0.676 -1.023 -0.284 -0.096
C -0.986 -3.647 4.097 0.202 0.509 -0.031 -0.302
C 0.308 -1.674 -0.586 -0.293 0.034 0.868 -0.174
C 1.941 -1.170 -3.236 -0.262 -0.372 0.512 -0.138
C -0.230 -4.736 2.315 0.274 -0.371 -0.498 -0.550
C 1.412 -0.025 -2.338 1.624 0.997 1.501 -0.389
C -0.071 -0.730 8.375 0.243 0.564 0.144 -0.314
C -4.480 -0.253 -1.246 -0.048 0.401 0.210 -0.197
C 1.131 -2.024 7.030 0.350 -0.127 -0.351 -0.542
C -3.529 2.225 -1.177 -1.388 1.213 0.034 -0.248
C 3.812 6.321 -2.564 -0.321 0.527 0.066 -0.312
C -1.007 -1.460 0.258 -0.099 -0.691 -2.017 -0.181
C -3.951 3.685 -1.646 0.298 -0.971 0.038 -0.106
C -4.649 1.255 -1.659 0.668 -0.478 -0.472 -0.217
C 2.511 1.118 -2.227 0.683 0.736 -0.315 -0.098
C 3.144 5.141 -1.922 -0.316 -0.499 -0.175 -0.064
C -3.432 -0.545 -0.118 -0.244 -1.307 -0.691 -0.208
C 1.200 -1.552 -5.430 -0.042 -0.371 -1.868 -0.255
H -2.388 -1.917 -1.426 0.372 0.410 0.404 0.119
H -3.827 -1.412 0.464 0.283 0.569 -0.191 0.108
H -5.652 1.634 -1.375 0.603 -0.087 0.094 0.106
H -1.106 -0.766 8.027 0.028 0.154 0.038 0.176
H 3.278 1.140 -3.031 -0.761 -0.241 0.138 0.143
H -3.060 4.272 -1.936 -0.546 -0.152 0.176 0.058
H -3.534 2.277 -0.067 0.441 -0.349 -0.658 0.097
H -4.621 3.557 -2.522 0.408 0.455 0.430 0.064
H 0.416 0.505 -0.494 0.488 -0.366 -0.335 0.134
H -4.626 1.285 -2.773 -0.139 0.089 0.656 0.106
H 1.456 -3.471 -6.569 0.292 0.358 0.381 0.072
H 0.921 -3.649 -4.889 0.499 0.167 -0.449 0.070
H 2.948 -1.485 -2.889 -0.524 0.244 0.172 0.155
H 1.305 -1.114 -6.445 0.036 0.013 0.708 0.123
H 1.205 -1.734 9.810 -0.033 0.196 -0.096 0.148
H -0.023 -2.184 -1.515 0.322 0.417 0.402 0.104
H -5.466 -0.668 -0.951 0.487 0.269 -0.174 0.099
H 1.973 -0.296 -0.206 -0.311 -0.120 -0.447 0.121
H 4.521 6.064 -3.355 -0.082 0.139 -0.057 0.176
H 2.183 5.400 -1.471 0.050 0.175 -0.101 0.154
H -0.878 -0.703 1.053 -0.091 -0.469 -0.268 0.119
H 0.971 -2.394 -0.063 -0.273 0.413 -0.324 0.109
H -4.163 -0.819 -2.150 -0.217 0.245 0.598 0.099
H 1.082 -3.977 4.664 -0.161 0.152 -0.064 0.120
H -1.975 -4.048 4.332 -0.016 0.171 0.018 0.175
H -1.672 -0.273 -1.440 -0.454 -0.283 0.189 0.094
H -2.532 1.984 -1.583 -0.494 -0.107 0.335 0.078
H -0.060 -5.100 5.414 0.012 -0.166 -0.171 0.146
H -0.435 -2.401 9.707 0.052 -0.158 -0.172 0.142
H 1.265 -2.038 -3.113 0.345 0.359 -0.127 0.120
H 2.996 4.317 -2.613 0.152 -0.040 0.145 0.120
H -4.501 4.189 -0.826 0.275 -0.145 -0.602 0.069
H 0.122 -1.430 -5.178 0.681 -0.064 0.239 0.127
H 2.618 -3.230 -5.157 -0.377 0.132 -0.597 0.081
H -1.293 -2.454 0.640 0.123 0.666 0.341 0.088
H 3.067 1.178 -1.274 -0.484 -0.583 -0.397 0.138
H -3.288 0.270 0.611 0.036 -0.214 -0.534 0.098
```
Positions in Å, forces in eV/Å.



Entry 3:
Here is 2 unconnected molecules or ions with the total composition C4H14N2O in a non-equilibrium geometry from OMol25. Energies are from ωB97M-V with the def2-TZVPD basis set.

Values from the calculation:
Charge: 0
SMILES: NCCCCN.O
Orbital gap (Ha): 0.353
Energy above the lowest of the compared OMol25 structures with the same formula, charge and spin (kcal/mol): 27.4

```
21
Properties=species:S:1:pos:R:3:forces:R:3:lowdin_charge:R:1
O -4.415 0.423 -0.554 -0.111 0.160 -0.103 -0.065
N 0.398 2.544 -0.382 -0.479 -0.241 -0.038 -0.008
N 0.849 -2.674 -0.931 0.554 0.228 -0.701 -0.015
C 0.641 0.534 1.118 -0.566 -0.569 0.483 -0.214
C 1.126 -1.769 0.154 -0.188 -0.107 0.249 -0.326
C 0.213 -0.546 0.107 1.088 -0.042 -0.307 -0.211
C 1.263 1.777 0.498 0.592 -0.214 0.273 -0.312
H 1.642 2.424 1.294 -0.132 0.060 -0.039 0.106
H 1.051 -2.248 1.138 -0.100 0.029 0.206 0.106
H 2.168 -1.465 0.052 0.089 0.190 0.005 0.113
H -0.799 -0.903 0.265 -0.313 0.228 -0.124 0.105
H -0.093 -2.950 -1.137 -0.171 -0.092 0.389 0.061
H 1.304 0.054 1.856 0.120 0.313 -0.208 0.107
H 0.348 -0.165 -0.916 -0.512 -0.018 0.119 0.101
H 0.113 1.927 -1.139 0.063 0.216 -0.094 0.051
H -0.469 2.731 0.115 0.028 0.204 -0.010 0.066
H 1.522 -3.413 -1.021 -0.190 -0.248 -0.025 0.060
H -5.037 1.066 -0.919 0.118 -0.142 0.101 0.036
H -3.742 0.325 -1.234 0.014 -0.018 0.001 0.027
H -0.228 0.833 1.712 -0.035 0.140 -0.067 0.104
H 2.144 1.493 -0.078 0.132 -0.075 -0.111 0.109
```
Positions in Å, forces in eV/Å.



Entry 4:
Here is a gas-phase ion, C6H14IN4 (charge +1) in a non-equilibrium geometry from OMol25. Energies are from ωB97M-V with the def2-TZVPD basis set.

Values from the calculation:
Charge: +1
Orbital gap (spin up / spin down) (Ha): 0.292 / 0.285
Energy above the lowest of the compared OMol25 structures with the same formula, charge and spin (kcal/mol): 67.3

```
25
Properties=species:S:1:pos:R:3:forces:R:3:lowdin_charge:R:1
I 2.213 2.864 -0.244 0.448 0.554 -0.230 0.910
N 0.640 -1.124 -0.917 0.065 1.131 -1.632 0.101
N 0.877 1.436 0.091 1.849 -3.537 -0.387 -0.493
N -2.303 0.533 0.775 1.089 2.341 1.995 -0.001
N -1.169 2.144 -0.622 -2.266 -2.549 0.249 -0.011
C -0.130 1.223 -0.888 -0.230 -0.583 -3.341 -0.545
C -0.640 -0.291 -0.709 0.873 1.883 -0.411 -0.167
C -1.289 -0.470 0.666 -2.170 -0.096 -4.272 -0.157
C -1.815 1.928 0.674 -0.453 -0.361 -0.152 -0.186
C 2.505 -1.084 0.770 0.826 -0.418 4.315 -0.084
C 1.908 -0.516 -0.400 -4.866 1.398 2.413 -0.148
H -2.656 2.682 0.702 0.770 -1.141 0.386 0.153
H 3.355 -1.716 0.511 -0.175 -0.587 -0.138 0.086
H 3.109 -0.293 1.412 -1.574 -1.086 -1.275 0.137
H 0.487 -1.992 -0.450 -0.081 -1.223 0.074 0.152
H 0.096 1.332 -2.117 0.167 -0.131 3.070 0.190
H -1.689 -1.471 0.663 -0.229 -0.356 0.811 0.134
H 2.406 -0.160 -1.180 2.569 1.523 -2.922 0.062
H -3.064 0.551 0.184 -1.877 -1.237 -1.600 0.089
H 0.668 -1.234 -1.986 0.324 -0.277 2.048 0.218
H -0.971 3.081 -0.693 1.100 2.505 -0.794 0.068
H -1.082 2.098 1.447 -0.097 0.157 0.706 0.106
H -1.273 -0.591 -1.544 -0.291 0.221 0.159 0.153
H 1.778 -1.669 1.565 1.710 1.554 -2.263 0.158
H -0.546 -0.262 1.302 2.518 0.318 3.190 0.076
```
Positions in Å, forces in eV/Å.



These records have E values of -1509.2647; -2649.6935; -345.5325; -753.3026 Ha, in the order they appear.